ORCA calculation (ωB97M-V with the def2-TZVPD basis set) on a structure of composition C19H15ClN4O4SbSe4Y.

Each line ends with the natural charge from an NBO analysis.
CARTESIAN COORDINATES (ANGSTROEM)
Y1 0.69 0.34 1.34  1.83
C1 1.51 2.49 2.66  -0.36
C2 1.23 2.91 1.35  -0.39
C3 -0.16 2.80 1.13  -0.38
C4 -0.75 2.32 2.33  -0.36
C5 0.28 2.12 3.27  -0.35
H1 2.48 2.48 3.13  0.25
H2 1.96 3.25 0.62  0.24
H3 -0.69 3.05 0.22  0.24
H4 -1.80 2.11 2.47  0.25
H5 0.15 1.75 4.27  0.25
O1 -3.48 -4.09 0.71  -0.67
C6 -3.66 -3.29 -0.32  0.78
O2 -4.43 -3.53 -1.20  -0.58
C7 -2.82 -2.05 -0.37  -0.27
C8 -2.80 -1.14 -1.42  0.18
Cl1 -3.66 -1.14 -2.88  0.13
N1 -1.92 -0.17 -1.12  -0.20
N2 -1.36 -0.39 0.08  -0.35
C9 -1.90 -1.51 0.55  0.09
C10 -1.43 -1.93 1.93  0.79
O3 -1.76 -3.03 2.37  -0.62
O4 -0.70 -1.05 2.51  -0.82
C11 -1.65 1.05 -1.83  0.19
C12 -0.38 1.30 -2.31  -0.24
C13 -0.11 2.52 -2.92  -0.20
C14 -1.12 3.47 -3.04  -0.19
C15 -2.39 3.20 -2.56  -0.19
C16 -2.66 1.99 -1.94  -0.23
H6 -2.81 -3.75 1.37  0.51
H7 0.40 0.55 -2.21  0.24
H8 0.88 2.72 -3.29  0.23
H9 -0.90 4.42 -3.52  0.23
H10 -3.18 3.94 -2.65  0.23
H11 -3.64 1.78 -1.55  0.23
Se1 2.46 -2.82 2.53  -0.28
Sb1 5.11 -2.45 2.82  0.83
Se2 6.08 -2.92 0.69  -0.78
Se3 4.35 0.16 2.68  -0.35
Se4 2.31 -0.67 3.51  -0.01
N3 3.37 -2.17 -1.08  -0.50
C17 2.19 -2.67 -1.57  -0.06
C18 1.25 -1.75 -1.25  -0.10
N4 1.84 -0.70 -0.55  -0.66
C19 3.13 -1.02 -0.47  0.23
H12 4.27 -2.65 -0.97  0.47
H13 2.12 -3.60 -2.10  0.24
H14 0.20 -1.77 -1.48  0.22
H15 3.88 -0.46 0.05  0.25

Properties
Energy: -315591.714 eV
Maximum force: 0.71 eV Å⁻¹
Net charge: 0
Kohn-Sham gap: 6.99 eV
Highest occupied orbital energy: -7.8 eV

=====

ORCA calculation (ωB97M-V with the def2-TZVPD basis set) on a structure of composition C7H14ClI2NOPRh in a non-equilibrium geometry.

Each line ends with the natural charge from an NBO analysis.
CARTESIAN COORDINATES (ANGSTROEM)
I1 0.26 -4.49 3.35  0.51
I2 -2.10 -4.92 1.00  0.48
Rh1 -0.02 -0.05 -0.04  0.65
P1 1.56 -0.94 -1.40  1.14
C1 1.91 -2.70 -1.21  -0.97
C2 1.07 -0.70 -3.14  -0.96
H1 2.98 1.00 -1.30  0.29
H2 3.85 -0.43 -1.97  0.27
H3 3.55 -0.29 -0.20  0.26
C3 3.15 -0.08 -1.20  -0.95
H4 0.84 0.36 -3.29  0.29
H5 1.89 -1.02 -3.79  0.27
H6 2.67 -2.98 -1.96  0.28
H7 0.99 -3.28 -1.38  0.25
H8 0.17 -1.30 -3.34  0.25
H9 2.28 -2.89 -0.20  0.25
C4 -0.29 -1.58 0.79  0.58
O1 -0.54 -2.51 1.44  -0.53
Cl1 0.43 1.99 -1.14  -0.53
C5 -3.16 3.28 3.02  -0.59
C6 -2.74 3.22 1.55  -0.54
C7 -1.93 2.05 1.19  0.58
N1 -1.27 1.16 0.89  -0.54
H10 -3.71 2.37 3.33  0.22
H11 -3.79 4.13 3.19  0.25
H12 -2.28 3.36 3.67  0.23
H13 -3.65 3.20 0.92  0.28
H14 -2.20 4.10 1.30  0.28

Properties
Energy: -52025.564 eV
Multiplicity: 5
Maximum force: 4.53 eV Å⁻¹
Net charge: +2
Kohn-Sham gap (alpha / beta): 9.12 / 3.80 eV
Highest occupied orbital energy (alpha / beta): -15.7 / -15.7 eV
⟨S²⟩: 6.0218

=====

ORCA calculation (ωB97M-V with the def2-TZVPD basis set) on an isolated molecule of C7H8N2O in a non-equilibrium geometry.

Each line ends with the natural charge from an NBO analysis.
CARTESIAN COORDINATES (ANGSTROEM)
C1 -2.68 0.19 0.61  0.25
C2 1.15 2.08 -0.30  -0.29
C3 -0.20 1.78 0.02  -0.31
C4 1.86 0.85 -0.13  -0.06
C5 -0.21 0.38 0.03  0.10
C6 1.26 -1.64 0.07  -0.40
C7 -1.45 -0.57 0.44  -0.01
N1 -3.69 0.73 0.48  -0.30
N2 0.99 -0.18 -0.08  -0.33
O1 -1.67 -1.45 -0.55  -0.68
H1 1.67 3.02 -0.54  0.23
H2 -1.04 2.48 -0.13  0.24
H3 2.85 0.56 -0.20  0.20
H4 1.16 -2.15 -0.89  0.22
H5 2.34 -1.79 0.36  0.22
H6 0.60 -2.05 0.87  0.21
H7 -1.05 -1.29 1.29  0.22
H8 -1.90 -0.94 -1.35  0.48

Properties
Energy: -12414.097 eV
Maximum force: 5.07 eV Å⁻¹
Net charge: 0
Kohn-Sham gap: 9.00 eV
Highest occupied orbital energy: -8.4 eV

=====

ORCA calculation (ωB97M-V with the def2-TZVPD basis set) on a structure of composition C28H39CsGe2NSb2 in a non-equilibrium geometry.

Each line ends with the Mulliken spin population.
CARTESIAN COORDINATES (ANGSTROEM)
Cs1 2.06 -2.71 -0.69  -0.01
C1 3.68 -2.07 3.48  0.00
Sb1 2.26 -0.91 2.34  0.00
C2 0.65 -1.31 3.71  0.00
C3 2.86 0.94 3.34  0.00
C4 1.97 2.07 3.00  0.00
C5 0.87 2.30 3.83  0.00
C6 0.00 3.34 3.61  0.00
C7 0.24 4.22 2.57  0.00
C8 1.32 4.00 1.73  0.00
C9 2.18 2.91 1.90  0.00
C10 3.31 2.70 0.95  0.00
Sb2 2.83 3.13 -1.15  0.01
C11 1.68 1.29 -1.23  0.09
C12 4.58 2.11 -1.94  0.00
H1 3.66 -1.76 4.52  0.00
H2 4.69 -1.93 3.09  0.00
H3 3.43 -3.13 3.42  0.00
H4 1.04 -1.35 4.73  0.00
H5 0.19 -2.26 3.46  0.00
H6 -0.10 -0.53 3.64  0.00
H7 3.90 1.14 3.08  0.00
H8 2.78 0.72 4.40  0.00
H9 0.72 1.63 4.66  0.00
H10 -0.85 3.48 4.26  0.00
H11 -0.41 5.07 2.40  0.00
H12 1.52 4.69 0.92  0.00
H13 3.63 1.65 0.96  0.00
H14 4.16 3.33 1.23  0.00
H15 1.08 1.24 -0.32  -0.05
H16 2.40 0.47 -1.25  -0.01
H17 1.05 1.26 -2.11  0.01
H18 5.41 2.79 -2.10  0.00
H19 4.30 1.66 -2.89  0.00
H20 4.87 1.34 -1.24  0.00
N1 5.69 -1.72 -1.46  0.00
C13 4.73 -2.36 -1.60  0.00
C14 -1.83 2.48 -1.29  0.02
Ge1 -2.22 0.75 -0.36  0.07
C15 -4.23 0.61 -0.40  0.03
C16 -1.77 1.06 1.56  0.01
Ge2 -0.86 -1.15 -1.41  0.66
C17 -1.85 -2.81 -0.83  0.04
C18 -1.73 -3.98 -1.57  0.02
C19 -2.32 -5.16 -1.14  -0.01
C20 -3.05 -5.18 0.04  0.03
C21 -3.17 -4.02 0.79  -0.01
C22 -2.56 -2.85 0.36  0.01
C23 -1.63 -0.98 -3.25  0.10
C24 -0.84 -0.74 -4.37  0.04
C25 -1.40 -0.58 -5.63  0.01
C26 -2.77 -0.65 -5.78  0.00
C27 -3.57 -0.90 -4.68  0.01
C28 -3.00 -1.07 -3.43  -0.05
H21 -2.47 3.25 -0.86  0.00
H22 -2.05 2.41 -2.35  0.00
H23 -0.80 2.79 -1.17  0.00
H24 -4.63 1.38 0.25  0.00
H25 -4.59 -0.36 -0.05  0.00
H26 -4.61 0.78 -1.40  0.00
H27 -2.18 2.01 1.87  0.00
H28 -0.70 1.09 1.72  0.00
H29 -2.20 0.29 2.20  0.00
H30 -1.18 -3.97 -2.50  0.00
H31 -2.22 -6.06 -1.72  0.00
H32 -3.53 -6.08 0.38  0.00
H33 -3.73 -4.02 1.71  0.00
H34 -2.65 -1.95 0.95  0.00
H35 0.24 -0.68 -4.26  0.00
H36 -0.76 -0.39 -6.48  0.00
H37 -3.22 -0.52 -6.75  0.00
H38 -4.65 -0.96 -4.79  0.00
H39 -3.64 -1.26 -2.58  -0.01

Properties
Energy: -157810.176 eV
Multiplicity: 2
Maximum force: 2.70 eV Å⁻¹
Net charge: 0
Kohn-Sham gap (alpha / beta): 8.11 / 6.14 eV
Highest occupied orbital energy (alpha / beta): -8.3 / -8.4 eV
⟨S²⟩: 0.7539

=====

ORCA calculation (ωB97M-V with the def2-TZVPD basis set) on a structure of composition C47H37N8O2SV in a non-equilibrium geometry.

Each line ends with the Mulliken spin population.
CARTESIAN COORDINATES (ANGSTROEM)
V1 0.73 0.27 0.28  1.88
C1 -1.28 3.99 3.59  0.00
C2 -1.67 3.61 2.19  0.00
C3 -3.01 3.48 1.82  0.01
C4 -3.33 3.19 0.51  -0.01
C5 -2.31 3.04 -0.42  0.01
C6 -1.01 3.15 0.04  0.02
N1 -0.68 3.42 1.31  0.02
C7 0.14 3.02 -0.90  0.02
C8 0.23 3.88 -1.98  0.00
C9 1.32 3.81 -2.81  0.01
C10 2.33 2.91 -2.53  -0.01
C11 2.18 2.06 -1.45  0.04
N2 1.09 2.08 -0.66  -0.01
C12 3.27 1.12 -1.03  0.00
C13 4.53 1.20 -1.59  0.00
C14 5.52 0.37 -1.10  0.00
C15 5.22 -0.46 -0.04  0.00
C16 3.94 -0.49 0.49  0.03
C17 3.69 -1.33 1.71  0.01
N3 2.96 0.26 -0.04  -0.05
H1 -1.51 5.04 3.78  0.00
H2 -0.22 3.82 3.74  0.00
H3 -1.85 3.41 4.33  0.00
H4 -3.78 3.62 2.57  0.00
H5 -4.37 3.09 0.21  0.00
H6 -2.51 2.79 -1.45  0.00
H7 -0.57 4.59 -2.14  0.00
H8 1.40 4.46 -3.67  0.00
H9 3.20 2.85 -3.16  0.00
H10 4.74 1.90 -2.38  0.00
H11 6.52 0.40 -1.52  0.00
H12 5.98 -1.09 0.39  0.00
H13 4.54 -2.00 1.87  0.00
H14 2.79 -1.93 1.64  0.00
H15 3.59 -0.68 2.58  0.00
C18 2.14 -2.58 -3.43  0.00
C19 1.77 -3.82 -2.96  0.00
C20 1.23 -3.91 -1.69  0.00
C21 1.05 -2.75 -0.95  0.02
N4 1.38 -1.54 -1.42  0.01
C22 1.93 -1.47 -2.63  0.01
C23 0.57 -2.79 0.46  0.05
C24 0.22 -3.95 1.12  -0.02
C25 -0.07 -3.89 2.47  0.02
C26 0.04 -2.69 3.15  -0.02
C27 0.39 -1.57 2.43  0.04
N5 0.58 -1.62 1.10  -0.08
C28 0.54 -0.17 3.01  0.12
C29 1.04 -0.10 4.42  -0.02
C30 1.77 0.95 4.80  0.02
C31 2.18 1.97 3.86  -0.01
C32 1.95 1.75 2.55  0.05
N6 1.28 0.66 2.06  -0.09
H16 2.58 -2.46 -4.42  0.00
H17 1.91 -4.71 -3.56  0.00
H18 0.95 -4.87 -1.28  0.00
H19 2.19 -0.48 -2.99  0.00
H20 0.18 -4.90 0.60  0.00
H21 -0.36 -4.79 3.01  0.00
H22 -0.13 -2.63 4.21  0.00
H23 0.78 -0.88 5.12  0.00
H24 2.09 1.03 5.84  0.00
H25 2.74 2.84 4.17  0.00
H26 2.32 2.44 1.80  0.00
O1 -2.10 1.47 -3.05  0.00
S1 -1.12 0.46 -2.72  0.03
O2 0.24 0.71 -3.12  0.00
N7 -1.08 0.14 -1.14  0.02
C33 -2.33 -0.09 -0.51  0.25
C34 -3.57 -0.33 -1.08  -0.11
C35 -4.67 -0.64 -0.29  0.21
C36 -4.58 -0.74 1.10  -0.09
C37 -3.40 -0.43 1.73  0.13
C38 -3.18 -0.52 3.16  -0.03
C39 -2.03 -0.13 3.70  0.09
C40 -0.95 0.46 2.87  -0.10
N8 -1.15 0.44 1.44  0.34
C41 -2.27 -0.03 0.93  0.13
C42 -1.66 -0.99 -3.58  0.00
C43 -1.61 -2.25 -2.99  0.01
C44 -2.02 -3.35 -3.73  0.00
C45 -2.46 -3.20 -5.04  0.00
C46 -2.51 -1.93 -5.61  0.00
C47 -2.12 -0.82 -4.88  0.00
H27 -3.71 -0.28 -2.16  0.00
H28 -5.62 -0.84 -0.77  0.01
H29 -5.44 -1.04 1.69  0.00
H30 -3.98 -0.92 3.78  0.01
H31 -1.86 -0.18 4.77  -0.01
H32 -0.74 1.49 3.21  0.05
H33 -1.30 -2.35 -1.96  0.00
H34 -2.00 -4.34 -3.28  0.00
H35 -2.78 -4.06 -5.61  0.00
H36 -2.87 -1.81 -6.62  0.00
H37 -2.17 0.18 -5.31  0.00

Properties
Energy: -101876.567 eV
Multiplicity: 4
Maximum force: 1.07 eV Å⁻¹
Net charge: +1
Kohn-Sham gap (alpha / beta): 6.29 / 5.64 eV
Highest occupied orbital energy (alpha / beta): -9.1 / -9.4 eV
⟨S²⟩: 3.8069

=====

ORCA calculation (ωB97M-V with the def2-TZVPD basis set) on a structure of composition C6H27ClF4N7O10PS4Ti in a non-equilibrium geometry.

Each line ends with the natural charge from an NBO analysis.
CARTESIAN COORDINATES (ANGSTROEM)
Ti1 3.19 2.98 1.93  0.85
N1 2.18 0.12 2.01  -1.00
H1 2.31 -0.89 1.88  0.45
H2 1.22 0.44 2.40  0.44
H3 2.36 0.68 1.16  0.42
H4 2.89 0.55 2.63  0.43
N2 3.70 -0.86 4.56  -0.93
H5 3.23 -1.50 3.86  0.47
H6 4.10 0.03 4.11  0.48
H7 4.45 -1.32 5.08  0.42
H8 3.01 -0.51 5.22  0.44
Cl1 -0.17 1.20 3.43  -0.83
N3 2.67 -2.56 2.62  -1.29
S1 3.48 -3.64 1.77  2.50
O1 2.70 -4.30 0.77  -0.90
O2 4.54 -4.37 2.38  -0.91
F1 4.31 -2.54 0.93  -0.52
S2 1.26 -3.28 3.06  2.51
O3 1.44 -4.53 3.71  -0.91
O4 0.20 -3.03 2.16  -0.88
F2 0.99 -2.31 4.28  -0.51
N4 2.86 1.98 -0.07  -1.27
S3 4.20 1.70 -1.03  2.45
O5 4.84 2.92 -1.37  -0.89
O6 4.18 0.59 -1.90  -0.86
F3 5.07 1.13 0.20  -0.51
S4 1.85 2.51 -1.28  2.44
O7 1.45 1.48 -2.17  -0.89
O8 1.95 3.84 -1.76  -0.88
F4 0.57 2.65 -0.32  -0.50
O9 3.86 1.61 3.57  -1.27
H9 4.66 2.06 3.87  0.46
O10 -3.69 2.11 -1.03  -1.12
P1 -3.31 0.82 -1.58  2.43
N5 -2.67 -0.27 -0.50  -0.81
C1 -1.56 0.25 0.27  -0.44
C2 -2.66 -1.69 -0.75  -0.41
N6 -2.17 0.99 -2.76  -0.83
C3 -1.86 -0.12 -3.63  -0.41
C4 -1.54 2.23 -3.17  -0.40
N7 -4.56 -0.01 -2.32  -0.81
C5 -5.61 -0.58 -1.47  -0.41
C6 -5.12 0.79 -3.41  -0.42
H10 -1.76 1.28 0.56  0.24
H11 -0.61 0.33 -0.30  0.18
H12 -1.41 -0.23 1.24  0.24
H13 -2.99 -2.26 0.12  0.19
H14 -1.67 -2.00 -1.10  0.19
H15 -3.38 -1.92 -1.53  0.21
H16 -0.78 -0.28 -3.74  0.20
H17 -2.31 -1.07 -3.37  0.22
H18 -2.18 0.12 -4.66  0.16
H19 -2.19 3.09 -2.97  0.22
H20 -0.66 2.44 -2.55  0.20
H21 -1.21 2.15 -4.21  0.19
H22 -6.35 -1.08 -2.09  0.19
H23 -5.18 -1.19 -0.68  0.22
H24 -6.15 0.24 -0.98  0.18
H25 -5.35 1.82 -3.10  0.20
H26 -6.12 0.42 -3.66  0.19
H27 -4.51 0.79 -4.30  0.20

Properties
Energy: -136704.635 eV
Multiplicity: 4
Maximum force: 4.53 eV Å⁻¹
Net charge: -1
Kohn-Sham gap (alpha / beta): 5.87 / 7.59 eV
Highest occupied orbital energy (alpha / beta): -4.2 / -6.0 eV
⟨S²⟩: 3.7519

=====

ORCA calculation (ωB97M-V with the def2-TZVPD basis set) on an isolated molecule of C5H11N in a non-equilibrium geometry.

Each line ends with the natural charge from an NBO analysis.
CARTESIAN COORDINATES (ANGSTROEM)
C1 -0.23 -0.16 0.15  0.13
C2 1.33 -0.17 -0.25  -0.44
C3 1.34 1.33 -0.11  -0.19
C4 -0.68 -1.29 1.07  -0.62
C5 -1.12 -0.06 -1.10  -0.63
N1 -0.04 1.10 0.86  -0.67
H1 -0.89 1.66 0.92  0.36
H2 1.53 -0.57 -1.24  0.20
H3 1.92 -0.68 0.51  0.21
H4 2.09 1.78 0.53  0.20
H5 1.18 1.90 -1.03  0.19
H6 -0.01 -1.40 1.93  0.22
H7 -1.09 -0.99 -1.66  0.21
H8 -1.69 -1.11 1.45  0.21
H9 -0.69 -2.25 0.54  0.20
H10 -2.15 0.15 -0.81  0.21
H11 -0.79 0.75 -1.76  0.21

Properties
Energy: -6852.070 eV
Maximum force: 3.64 eV Å⁻¹
Net charge: 0
Kohn-Sham gap: 9.83 eV
Highest occupied orbital energy: -8.7 eV

=====

ORCA calculation (ωB97M-V with the def2-TZVPD basis set) on a cluster of 12 separate species, C14H36F3I2N2O17PS in total in a non-equilibrium geometry.

Each line ends with the Mulliken charge.
CARTESIAN COORDINATES (ANGSTROEM)
C1 0.61 -3.20 -1.11  -1.05
C2 -0.16 -2.28 -0.01  0.74
C3 0.62 -0.90 0.34  -1.27
I1 1.33 -0.28 -1.69  0.13
C4 -0.32 0.29 0.89  0.68
C5 -1.70 -0.12 1.58  -1.13
N1 -1.74 -0.74 2.89  0.76
C6 -0.80 -1.80 3.22  0.26
O1 -1.27 -2.96 3.42  -0.44
F1 0.60 -1.73 3.31  -0.14
C7 -3.08 -1.29 3.25  0.45
O2 -3.86 -1.87 2.48  -0.42
F2 -3.53 -1.07 4.60  -0.30
S1 -2.65 1.51 1.44  1.53
O3 -3.93 1.51 2.24  -0.73
O4 -3.10 1.60 -0.01  -0.64
O5 -1.76 2.82 1.96  -0.33
C8 -0.43 2.92 1.32  1.07
F3 -0.67 3.22 -0.08  -0.23
P1 0.28 4.49 2.09  0.08
O6 1.75 4.50 2.52  -0.51
C9 0.46 1.56 1.55  -1.37
I2 0.58 1.53 3.77  0.35
C10 2.00 1.70 1.10  0.92
C11 2.48 2.72 -0.02  -0.10
C12 4.01 2.65 -0.28  -0.53
C13 4.99 1.69 0.42  -0.33
N2 4.52 0.79 1.42  -0.60
C14 3.14 0.84 1.70  -0.27
H1 0.23 -3.04 -2.18  0.37
H2 1.74 -3.18 -1.00  0.00
H3 0.31 -4.30 -0.87  0.38
H4 -1.21 -2.11 -0.47  -0.13
H5 -0.31 -2.98 0.88  0.05
H6 1.49 -1.18 1.02  0.31
H7 -0.69 0.74 -0.12  0.54
H8 -2.27 -0.80 0.83  0.55
H9 0.12 5.57 1.13  -0.02
H10 -0.50 4.91 3.24  0.11
H11 1.79 3.45 -0.57  0.42
H12 4.45 3.38 -1.05  0.27
H13 6.09 1.72 0.12  0.31
H14 2.79 0.06 2.48  0.18
O7 -3.70 -4.76 3.92  -0.66
H15 -3.73 -3.90 3.50  0.35
H16 -2.77 -4.88 4.12  0.33
O8 1.20 -4.80 -3.60  -0.59
H17 1.05 -4.23 -4.37  0.30
H18 0.86 -5.66 -3.87  0.28
O9 -6.50 -1.21 3.48  -0.64
H19 -6.51 -0.34 3.05  0.31
H20 -5.56 -1.35 3.69  0.33
O10 -0.67 -6.92 -2.88  -0.58
H21 -0.79 -7.45 -2.09  0.29
H22 -1.44 -7.13 -3.42  0.30
O11 -0.14 -0.35 -4.36  -0.55
H23 -1.06 -0.08 -4.26  0.29
H24 0.20 0.23 -5.05  0.29
O12 -3.00 -2.89 -1.97  -0.57
H25 -3.47 -3.03 -2.81  0.28
H26 -3.71 -2.91 -1.31  0.28
O13 0.63 -2.65 -6.51  -0.60
H27 -0.29 -2.37 -6.41  0.31
H28 0.97 -2.06 -7.20  0.30
O14 3.76 5.67 -1.28  -0.59
H29 3.63 6.04 -0.40  0.33
H30 3.30 6.28 -1.87  0.28
O15 3.79 -2.63 -0.20  -0.58
H31 3.97 -3.20 -0.96  0.27
H32 4.67 -2.35 0.10  0.27
O16 2.04 7.24 0.34  -0.60
H33 1.72 6.57 0.94  0.35
H34 1.35 7.92 0.33  0.28
O17 -0.39 5.60 -2.33  -0.62
H35 -0.70 4.92 -1.72  0.32
H36 -1.09 6.26 -2.34  0.31

Properties
Energy: -97358.469 eV
Maximum force: 8.06 eV Å⁻¹
Net charge: 0
Kohn-Sham gap: 7.78 eV
Highest occupied orbital energy: -8.6 eV

=====

ORCA calculation (ωB97M-V with the def2-TZVPD basis set) on an isolated molecule of C5H12O.

Each line ends with the natural charge from an NBO analysis.
CARTESIAN COORDINATES (ANGSTROEM)
C1 0.75 1.01 2.48  -0.60
C2 0.22 1.14 1.05  -0.39
C3 0.42 -0.12 0.20  -0.39
C4 -0.34 0.00 -1.12  -0.43
C5 -0.36 -1.26 -2.03  -0.06
O1 -1.61 -1.50 -2.67  -0.72
H1 1.82 0.77 2.49  0.20
H2 0.60 1.94 3.05  0.21
H3 0.22 0.21 3.02  0.20
H4 0.70 2.00 0.55  0.20
H5 -0.85 1.38 1.08  0.19
H6 1.50 -0.29 0.06  0.20
H7 0.05 -0.98 0.77  0.19
H8 -1.37 0.26 -0.85  0.21
H9 0.05 0.86 -1.68  0.20
H10 -0.05 -2.14 -1.45  0.16
H11 0.36 -1.15 -2.84  0.17
H12 -2.12 -2.11 -2.11  0.47

Properties
Energy: -7426.850 eV
Maximum force: 0.45 eV Å⁻¹
Net charge: 0
Kohn-Sham gap: 11.24 eV
Highest occupied orbital energy: -10.2 eV